Computed, not measured: a molecular structure, C25H20BrF6N9OPPd in a non-equilibrium geometry, with ωB97M-V with the def2-TZVPD basis set.

Values from the calculation:
Energy above the lowest of the compared OMol25 structures with the same formula, charge and spin, kJ/mol: 42.9
Calculated total energy, eV: -140829.7013
LUMO level (alpha / beta), eV: -0.6 / -0.6
Net charge: 0
Maximum force, eV/A: 1.039
2S+1: 2
Molecular weight, g mol⁻¹: 793.8

Each line ends with the Mulliken spin population.
Atoms and positions in Å:
Pd  -0.053  0.395  0.202  0.827
C  0.912  -1.444  5.751  0.000
N  0.298  -0.916  4.556  0.000
C  0.663  -1.104  3.279  -0.002
N  -0.019  -0.292  2.503  0.018
C  -0.831  0.369  3.370  -0.001
N  -0.651  0.032  4.626  0.002
C  2.256  -0.799  6.042  0.000
C  3.152  -1.432  6.895  0.000
C  4.388  -0.865  7.169  0.000
C  4.754  0.332  6.582  0.000
C  3.864  0.971  5.721  0.000
C  2.614  0.412  5.463  0.000
C  4.277  2.214  5.083  0.000
N  5.418  2.811  5.213  0.000
N  5.384  3.922  4.418  0.000
C  4.224  3.943  3.843  0.000
O  3.468  2.882  4.221  0.000
C  3.744  4.933  2.890  0.000
C  4.643  5.888  2.408  0.000
C  4.213  6.826  1.491  0.000
C  2.897  6.824  1.046  0.000
C  1.996  5.883  1.523  0.000
C  0.573  5.845  1.003  0.000
N  0.366  4.690  0.147  -0.002
C  0.154  3.421  0.513  -0.004
N  0.212  2.638  -0.543  0.022
C  0.457  3.502  -1.562  0.001
N  0.567  4.754  -1.180  0.002
C  2.425  4.939  2.450  0.001
H  1.031  -2.522  5.648  0.000
H  0.218  -1.261  6.570  0.000
H  1.404  -1.821  2.964  0.001
H  -1.565  1.093  3.059  0.001
H  2.884  -2.378  7.351  0.000
H  5.074  -1.368  7.837  0.000
H  5.717  0.785  6.770  0.000
H  1.931  0.942  4.811  0.000
H  5.661  5.870  2.770  0.000
H  4.908  7.562  1.109  0.000
H  2.570  7.559  0.320  0.000
H  0.363  6.726  0.402  0.000
H  -0.139  5.795  1.825  0.000
H  -0.059  3.099  1.519  0.004
H  0.561  3.201  -2.591  0.001
H  1.736  4.198  2.840  0.000
Br  3.412  1.511  -3.804  0.001
C  3.198  0.961  -2.007  -0.005
C  4.172  1.269  -1.071  0.020
C  3.980  0.828  0.229  -0.008
C  2.829  0.126  0.534  0.019
N  1.873  -0.136  -0.366  0.042
C  2.067  0.261  -1.632  0.021
H  5.057  1.821  -1.353  0.001
H  4.717  1.031  0.994  -0.001
H  2.652  -0.246  1.534  0.009
H  1.287  0.014  -2.340  0.004
F  -1.834  -1.315  0.246  0.002
P  -2.960  -0.270  -0.360  -0.001
F  -3.910  -0.601  0.879  0.001
F  -3.982  0.808  -0.925  0.000
F  -3.571  -1.431  -1.251  0.000
F  -2.240  0.958  0.569  0.026
F  -1.911  0.106  -1.561  0.001